# 1
Density functional theory data (the ωB97M-V functional and the def2-TZVPD basis) for C39H51ClO4P4W as an isolated structure in a non-equilibrium geometry.

The geometry in XYZ format:
```
100
Properties=species:S:1:pos:R:3:forces:R:3:lowdin_charge:R:1
P -1.609 -0.939 -6.114 -0.060 -0.111 -0.044 1.078
C -3.335 -1.036 -6.705 -0.456 0.067 0.051 -0.392
C -3.856 -0.243 -7.740 -0.069 -0.359 0.143 -0.081
H -3.237 0.518 -8.213 -0.099 -0.215 0.049 0.103
C -5.170 -0.437 -8.174 -0.020 -0.056 0.170 -0.070
H -5.557 0.162 -9.001 0.083 -0.189 0.296 0.111
C -5.981 -1.393 -7.555 0.210 -0.024 0.050 -0.072
H -7.006 -1.543 -7.898 0.316 0.043 0.106 0.110
C -5.480 -2.157 -6.492 -0.001 0.122 -0.123 -0.078
H -6.113 -2.901 -6.005 0.153 0.245 -0.136 0.109
C -4.171 -1.969 -6.057 0.108 0.338 -0.427 -0.113
H -3.775 -2.547 -5.222 -0.111 0.022 -0.178 0.097
C -0.985 0.573 -6.937 0.173 0.255 -0.104 -0.394
C -1.267 1.805 -6.312 0.240 -0.242 -0.375 -0.128
H -1.801 1.812 -5.361 0.027 0.022 -0.183 0.093
C -0.883 3.001 -6.916 0.093 -0.081 -0.075 -0.091
H -1.123 3.951 -6.437 0.068 -0.226 -0.163 0.103
C -0.198 2.980 -8.136 -0.048 -0.094 0.064 -0.079
H 0.098 3.917 -8.611 -0.103 -0.279 0.131 0.109
C 0.109 1.761 -8.746 0.023 0.052 0.131 -0.069
H 0.643 1.739 -9.698 -0.159 0.052 0.313 0.113
C -0.271 0.559 -8.144 -0.162 0.262 0.187 -0.076
H -0.018 -0.388 -8.618 -0.118 0.189 0.073 0.106
C -0.783 -2.284 -7.041 0.139 -0.309 -0.051 -0.385
C -1.380 -2.963 -8.116 0.400 0.078 0.101 -0.072
H -2.404 -2.734 -8.407 0.238 0.025 0.035 0.107
C -0.658 -3.931 -8.819 0.110 -0.021 0.174 -0.064
H -1.124 -4.436 -9.668 0.170 0.120 0.285 0.114
C 0.650 -4.246 -8.440 -0.075 0.207 0.076 -0.072
H 1.213 -4.998 -8.994 -0.163 0.228 0.161 0.111
C 1.237 -3.599 -7.346 -0.062 -0.050 -0.056 -0.082
H 2.260 -3.841 -7.050 -0.315 -0.002 -0.077 0.106
C 0.517 -2.643 -6.632 -0.442 -0.053 -0.520 -0.116
H 0.955 -2.172 -5.750 -0.039 -0.114 -0.189 0.073
W -0.395 -0.189 -0.763 -0.452 -0.830 -1.669 0.879
C 1.478 0.762 -0.785 1.041 0.696 -0.848 -0.273
C 2.029 1.160 -1.975 0.085 -0.254 1.088 -0.368
H 2.042 0.941 0.134 0.066 0.153 -0.115 0.027
C 1.240 0.814 -3.224 0.689 0.273 -1.579 -0.373
O 2.018 -0.137 -4.026 -0.605 0.538 0.448 -0.043
H 1.476 -0.475 -4.764 0.079 0.400 0.324 0.076
C -0.007 0.223 -2.729 -0.500 -1.471 1.422 -0.301
H 1.024 1.711 -3.844 0.086 -0.311 0.222 0.145
C -0.998 -0.658 -2.730 1.193 1.683 1.408 -0.102
Cl -2.240 -1.274 0.123 -0.666 -0.354 0.616 0.044
P 1.045 -2.068 0.179 0.189 -0.885 -0.028 0.737
P -1.287 1.962 0.131 -0.678 0.797 -0.137 0.719
C 0.479 -3.061 1.589 -0.226 0.120 0.130 -0.240
H -0.544 -3.406 1.406 0.170 0.073 0.071 0.043
H 0.486 -2.443 2.495 -0.063 -0.196 -0.237 0.031
H 1.149 -3.925 1.709 -0.164 0.270 -0.101 0.069
C 1.062 -3.255 -1.208 0.056 0.027 -0.054 -0.235
H 1.523 -2.794 -2.089 -0.098 -0.116 0.126 0.048
H 0.034 -3.551 -1.447 0.200 0.014 0.021 0.057
H 1.643 -4.136 -0.903 -0.168 0.177 -0.126 0.066
C 2.812 -1.846 0.562 0.083 0.357 -0.067 -0.230
H 2.921 -1.198 1.441 -0.017 -0.140 -0.194 0.045
H 3.327 -1.387 -0.291 -0.082 -0.103 0.174 0.035
H 3.263 -2.827 0.773 -0.214 0.273 -0.078 0.070
C -1.991 2.173 1.794 0.007 -0.383 0.256 -0.222
H -1.198 2.342 2.533 -0.153 -0.076 -0.212 0.047
H -2.555 1.278 2.077 0.072 0.158 -0.017 0.052
H -2.660 3.046 1.781 0.212 -0.241 -0.066 0.071
C -0.320 3.493 -0.049 0.214 -0.041 -0.165 -0.232
H 0.144 3.527 -1.040 -0.077 0.035 0.186 0.041
H 0.465 3.525 0.718 -0.162 0.007 -0.177 0.050
H -0.987 4.359 0.074 0.187 -0.262 0.008 0.069
C -2.724 2.204 -0.964 -0.039 0.201 0.012 -0.247
H -3.428 1.376 -0.833 0.106 0.133 -0.035 0.044
H -2.403 2.248 -2.010 -0.080 -0.022 0.154 0.046
H -3.205 3.151 -0.689 0.010 -0.199 -0.122 0.064
P 3.648 1.927 -2.137 -0.940 -0.565 -0.670 0.875
C 4.312 2.640 -0.642 0.064 0.147 0.384 -0.164
C 3.425 3.217 -3.368 0.308 0.143 -0.003 -0.156
H 4.514 1.871 0.116 -0.082 0.179 -0.244 0.070
H 3.633 3.396 -0.223 0.154 -0.224 -0.153 0.072
H 5.262 3.129 -0.907 -0.241 -0.141 0.100 0.081
H 2.960 2.795 -4.269 0.222 0.108 0.225 0.070
H 4.407 3.641 -3.616 -0.283 0.025 -0.071 0.076
H 2.776 4.001 -2.953 0.191 -0.185 -0.131 0.075
C 4.764 0.668 -2.756 0.373 0.128 -0.083 -0.155
H 4.993 -0.047 -1.953 -0.043 0.198 -0.198 0.068
H 5.688 1.155 -3.094 -0.100 -0.255 0.052 0.076
H 4.276 0.141 -3.585 0.130 0.195 0.214 0.059
H -1.626 -1.171 -3.444 -0.058 -0.250 0.135 0.004
O 2.391 2.649 3.778 -0.305 -0.771 1.561 0.059
C 2.006 2.055 4.853 0.199 0.159 -0.703 -0.279
C 2.489 2.418 6.149 0.153 0.379 0.618 0.053
C 2.040 1.778 7.289 0.489 0.613 -0.078 -0.023
C 1.066 0.770 7.223 -0.046 0.034 0.435 0.007
C 0.573 0.369 5.986 0.016 0.087 -1.378 0.033
C 1.066 0.948 4.824 0.059 -0.092 0.567 -0.039
C 0.706 0.361 3.525 -1.308 -0.898 -0.540 -0.481
O -0.178 -0.487 3.449 1.257 0.960 -0.566 0.068
O 1.407 0.808 2.467 -0.300 0.264 0.383 0.025
H 1.929 1.667 2.803 -0.491 -0.775 -0.203 0.072
H 3.215 3.228 6.184 -0.129 -0.170 0.135 0.136
H 2.447 2.087 8.254 -0.170 -0.150 -0.283 0.128
H 0.693 0.281 8.124 0.197 0.239 -0.191 0.133
H -0.177 -0.417 5.873 0.334 0.210 0.147 0.140
```
Forces are in eV/Å.

Total charge ... +2
LUMO (spin up / spin down) ... -5.96 / -7.48 eV
E_HOMO (spin up / spin down) ... -11.69 / -11.69 eV
Spin multiplicity ... 3
Expectation value of S² ... 2.0557
Orbital gap (spin up / spin down) ... 5.7 / 4.2 eV

***

# 2
Density functional theory data (the ωB97M-V functional and the def2-TZVPD basis) for C39H52EuN4OP2 as an isolated structure in a non-equilibrium geometry.

The geometry in XYZ format:
```
99
Properties=species:S:1:pos:R:3:forces:R:3:lowdin_charge:R:1
Eu -0.411 1.178 1.412 -1.920 1.795 0.084 1.280
C 6.522 -2.524 -2.030 0.257 0.334 -0.459 -0.106
C 5.417 -2.478 -2.779 0.749 0.340 -0.389 -0.127
C 4.641 -3.643 -3.313 -0.318 -0.334 0.074 -0.191
C 4.773 -4.970 -2.532 -0.268 -0.122 -0.618 -0.206
C 4.414 -4.849 -1.077 0.042 -0.442 0.598 -0.112
C 5.229 -4.523 -0.065 -0.181 -0.782 -0.024 -0.110
C 6.706 -4.242 -0.148 0.254 0.384 -0.017 -0.193
C 7.238 -3.743 -1.510 0.517 -0.261 0.343 -0.206
C -2.489 0.730 2.806 0.519 -0.369 -0.078 -0.322
H 7.081 -1.594 -1.828 -0.623 -0.258 -0.022 0.105
H 5.101 -1.504 -3.188 0.134 -0.394 0.389 0.092
H 4.905 -3.845 -4.367 -0.033 0.249 0.304 0.120
H 3.580 -3.350 -3.322 0.076 -0.114 -0.045 0.098
H 4.052 -5.670 -2.989 0.291 0.175 0.116 0.110
H 5.766 -5.407 -2.713 -0.538 0.103 0.213 0.097
H 3.386 -5.184 -0.854 0.470 0.483 0.110 0.101
H 4.858 -4.592 0.969 -0.068 0.167 -0.548 0.103
H 7.303 -5.130 0.139 -0.409 0.220 -0.015 0.119
H 6.938 -3.479 0.612 -0.013 -0.157 -0.160 0.109
H 8.295 -3.462 -1.346 -0.403 -0.133 -0.114 0.111
H 7.265 -4.580 -2.223 0.025 0.543 0.218 0.096
H -2.562 1.607 3.477 -0.070 -0.342 -0.084 -0.058
H -2.319 -0.183 3.403 -0.321 0.213 0.259 -0.082
H -3.454 0.631 2.281 0.326 0.040 0.125 -0.065
P -0.967 -1.634 0.676 -0.093 -1.119 1.306 0.965
P 0.011 0.425 -1.452 1.169 1.035 -1.039 0.970
N -0.137 -2.328 2.063 0.224 0.045 0.020 -0.254
N -2.363 -2.659 0.620 -0.750 -0.060 0.158 -0.248
N 1.739 0.684 -1.259 0.190 -0.073 0.546 -0.250
N -0.257 1.341 -2.885 -0.774 0.269 -0.349 -0.260
C 0.047 -2.271 -0.708 0.157 -0.275 -0.459 -0.368
C 0.011 -1.333 -1.947 -0.124 -0.399 -0.183 -0.361
C 0.474 -1.551 3.058 0.094 -0.749 -0.071 -0.176
C 1.133 -2.392 3.929 -0.297 0.307 -0.562 -0.087
C 0.937 -3.731 3.468 -0.444 0.341 -0.699 -0.082
C 0.165 -3.664 2.321 0.359 0.490 0.577 -0.123
C -3.409 -2.564 1.560 -0.394 -0.499 -0.886 -0.114
C -4.486 -3.310 1.108 1.202 0.324 -0.215 -0.075
C -4.105 -3.899 -0.146 1.185 0.756 0.268 -0.082
C -2.810 -3.483 -0.419 -0.879 -0.017 0.494 -0.140
C 2.264 1.528 -0.264 0.575 -0.321 -0.430 -0.186
C 3.643 1.414 -0.276 -0.653 -0.136 -0.108 -0.076
C 3.989 0.473 -1.288 -0.900 -0.118 -0.341 -0.071
C 2.809 0.047 -1.877 0.332 0.441 0.638 -0.138
C 0.472 1.525 -4.065 -0.677 0.305 -0.396 -0.123
C -0.292 2.277 -4.950 0.068 -0.650 1.278 -0.081
C -1.541 2.569 -4.298 0.558 -0.685 0.812 -0.078
C -1.493 1.997 -3.039 0.494 0.098 -0.962 -0.125
H -0.296 -3.280 -0.974 0.355 0.238 -0.020 0.067
H 1.076 -2.373 -0.322 -0.334 0.157 -0.081 0.093
H 0.862 -1.541 -2.613 -0.483 -0.076 0.096 0.067
H -0.927 -1.477 -2.514 0.336 0.040 0.147 0.095
H 0.367 -0.469 3.086 -0.029 -0.549 0.262 0.036
H 1.698 -2.087 4.797 -0.097 -0.003 -0.061 0.097
H 1.322 -4.628 3.934 -0.103 0.093 -0.120 0.096
H -0.202 -4.438 1.666 -0.032 0.013 0.077 0.110
H -3.292 -1.974 2.451 0.026 0.147 0.017 0.088
H -5.440 -3.423 1.597 0.112 0.031 0.092 0.096
H -4.704 -4.539 -0.772 0.026 -0.021 -0.009 0.091
H -2.166 -3.696 -1.251 -0.108 -0.083 -0.160 0.084
H 1.625 2.209 0.298 0.377 -0.106 -0.402 0.059
H 4.341 1.937 0.362 -0.168 0.021 -0.037 0.100
H 4.979 0.141 -1.570 -0.152 0.072 0.109 0.082
H 2.637 -0.650 -2.683 0.156 0.046 0.105 0.092
H 1.467 1.121 -4.163 -0.054 0.050 -0.003 0.094
H -0.007 2.590 -5.941 0.114 -0.039 0.062 0.092
H -2.368 3.126 -4.710 0.053 0.012 0.097 0.095
H -2.193 1.996 -2.221 -0.084 0.119 0.058 0.071
C -0.616 6.208 2.460 0.148 0.048 -0.153 -0.071
C -1.037 4.749 2.622 -0.396 0.135 -0.130 -0.405
C -0.853 4.303 4.067 0.114 -0.131 0.154 -0.075
C -2.470 4.536 2.159 -0.306 -0.634 -0.457 -0.156
C -3.523 5.155 2.818 -0.213 0.108 -0.290 -0.064
C -4.846 4.929 2.436 -0.240 0.029 0.279 -0.102
C -5.137 4.014 1.423 0.072 0.303 -0.114 -0.057
C -4.127 3.364 0.733 0.867 0.023 0.294 -0.145
C -4.423 2.347 -0.357 0.089 0.216 0.270 -0.400
C -5.480 1.343 0.075 -0.097 -0.213 0.056 -0.070
C -4.816 3.043 -1.651 -0.014 0.115 -0.234 -0.074
C -2.764 3.613 1.103 -0.239 -0.086 0.619 -0.323
O -1.789 2.912 0.559 0.959 -0.645 -0.189 -0.341
H -1.251 6.867 3.055 0.014 -0.013 0.017 0.075
H -0.693 6.523 1.415 -0.024 -0.030 0.095 0.085
H 0.420 6.345 2.782 -0.020 0.066 0.020 0.072
H -0.381 4.154 1.977 -0.052 -0.040 -0.065 0.092
H -1.501 4.892 4.724 0.129 -0.132 -0.005 0.079
H -1.112 3.244 4.206 -0.012 0.194 -0.017 0.059
H 0.186 4.454 4.382 -0.085 -0.001 0.074 0.073
H -3.304 5.833 3.645 -0.146 -0.093 -0.184 0.105
H -5.662 5.438 2.954 0.280 -0.171 -0.123 0.092
H -6.177 3.810 1.147 0.272 0.150 0.174 0.106
H -3.496 1.800 -0.544 0.045 -0.017 0.128 0.094
H -6.431 1.841 0.288 0.012 -0.097 -0.047 0.070
H -5.650 0.603 -0.714 -0.052 0.039 0.039 0.076
H -5.167 0.811 0.978 -0.075 0.070 -0.081 0.063
H -4.020 3.709 -1.991 -0.025 0.040 0.028 0.078
H -5.010 2.316 -2.444 -0.046 -0.019 -0.035 0.074
H -5.718 3.645 -1.511 0.015 -0.022 -0.013 0.081
```
Forces are in eV/Å.

LUMO (spin up / spin down) ... -0.20 / -0.17 eV
E_HOMO (spin up / spin down) ... -6.47 / -6.49 eV
Spin multiplicity ... 8
Expectation value of S² ... 15.7624
Orbital gap (spin up / spin down) ... 6.3 / 6.3 eV

***

Number 1: total energy -3709.84581 a.u.. Number 2: total energy -3204.47381 a.u..